--- 1 ---
A structure of composition CH5NO4, computed with ωB97M-V/def2-TZVPD.

ORCA input file:
```
! wB97M-V def2-TZVPD RIJCOSX def2/J DEFGRID3
* xyz 0 1
C 0.881 0.635 -0.085
O 1.885 0.393 0.765
O 0.042 1.555 0.379
O 0.959 0.385 -1.332
H -0.017 1.452 1.343
H 2.459 -0.265 0.343
N -1.681 -0.810 0.249
O -0.345 -1.057 -0.178
H 0.094 -0.552 -1.188
H -2.191 -1.664 0.032
H -2.085 -0.073 -0.328
*
```

Values from the calculation:
**HOMO energy**: -9.038 eV

--- 2 ---
An isolated molecule of CH5NO4, computed with ωB97M-V/def2-TZVPD.

ORCA input file:
```
! wB97M-V def2-TZVPD RIJCOSX def2/J DEFGRID3
* xyz 0 1
O -1.334 -1.039 0.550
C 0.029 -0.635 -0.013
O 0.867 -0.673 1.070
N -0.288 0.687 -0.511
O -0.174 1.636 0.445
O 1.039 0.667 -1.347
H -2.020 -0.906 -0.114
H 0.265 -1.350 -0.803
H 0.301 -0.850 1.838
H 0.544 1.384 1.067
H 0.770 1.079 -2.181
*
```

Values from the calculation:
**HOMO energy**: -10.791 eV
**SMILES**: OC(O)N(O)O

Most favorable first, least favorable last: 1, 2

--- 1 ---
A cluster of 2 separate species, C5H6ClNO in total, computed with ωB97M-V/def2-TZVPD.

ORCA input file:
```
! wB97M-V def2-TZVPD RIJCOSX def2/J DEFGRID3
* xyz 0 1
C 0.866 -1.023 -0.202
C 1.070 -0.768 1.327
C 0.222 0.102 0.363
C -1.236 0.284 0.930
C 0.885 1.293 -0.015
H 2.302 -1.582 -2.049
H 0.204 -1.822 -0.589
H 1.875 -0.197 1.789
H 0.394 -1.188 2.101
H -1.373 1.347 1.211
H -1.677 -0.285 1.982
N 1.429 2.205 -0.459
O 2.283 -0.987 -0.756
Cl -2.402 -0.185 -0.565
*
```

Values from the calculation:
**HOMO energy**: -10.256 eV

--- 2 ---
A cluster of 2 separate species, C5H6ClNO in total, computed with ωB97M-V/def2-TZVPD.

ORCA input file:
```
! wB97M-V def2-TZVPD RIJCOSX def2/J DEFGRID3
* xyz 0 1
H -1.031 -2.451 2.001
N -0.205 -2.412 1.533
C 0.080 -1.410 0.828
C 1.063 -1.455 -0.237
C 1.118 -0.389 -1.131
C 0.213 0.681 -1.054
C -0.561 0.781 0.020
O -0.608 -0.172 0.955
H 1.848 -2.243 -0.292
H 1.724 -0.674 -1.964
H 0.428 1.576 -1.734
H -1.312 1.560 0.246
Cl 4.536 1.525 -0.972
H 4.929 0.697 -0.218
*
```

Values from the calculation:
**HOMO energy (alpha / beta)**: -8.384 / -8.383 eV
**SMILES**: [H]/N=c1/cccco1.Cl

Most favorable first, least favorable last: 2, 1

--- 1 ---
An isolated molecule of C2H3NO2S, computed with ωB97M-V/def2-TZVPD.

ORCA input file:
```
! wB97M-V def2-TZVPD RIJCOSX def2/J DEFGRID3
* xyz 0 1
O -1.143 0.383 1.858
C -0.461 0.804 0.964
N 0.015 0.083 -0.163
S 0.706 0.870 -1.539
C -0.030 -1.288 -0.068
O -0.152 -1.951 0.900
H -0.176 1.864 0.782
H 1.994 0.822 -1.387
H 0.091 -1.722 -1.079
*
```

Values from the calculation:
**HOMO energy**: -10.100 eV
**SMILES**: O=CN(S)C=O

--- 2 ---
An isolated molecule of C2H3NO2S, computed with ωB97M-V/def2-TZVPD.

ORCA input file:
```
! wB97M-V def2-TZVPD RIJCOSX def2/J DEFGRID3
* xyz 0 1
O -2.345 -0.361 -0.190
C -1.785 0.689 -0.093
N -0.348 0.744 0.412
S 0.231 -0.848 0.107
C 1.782 -0.311 -0.112
O 2.147 0.875 -0.127
H -2.362 1.613 -0.195
H 0.317 1.563 -0.222
H 2.390 -1.188 -0.405
*
```

Values from the calculation:
**HOMO energy**: -9.663 eV
**SMILES**: O=CNSC=O

--- 3 ---
An isolated molecule of C2H3NO2S, computed with ωB97M-V/def2-TZVPD.

ORCA input file:
```
! wB97M-V def2-TZVPD RIJCOSX def2/J DEFGRID3
* xyz 0 1
N -1.584 -1.449 -0.467
C -1.081 -0.059 -0.026
O -1.891 0.846 0.681
C 0.338 0.265 -0.212
O 0.567 1.636 -0.535
S 1.867 -0.574 0.252
H -0.935 -2.271 -0.334
H -2.528 -1.574 0.029
H -0.273 2.077 -0.202
*
```

Values from the calculation:
**HOMO energy**: -9.580 eV
**SMILES**: NC(=O)C(O)=S

--- 4 ---
A cluster of 2 separate species, C2H3NO2S in total, computed with ωB97M-V/def2-TZVPD.

ORCA input file:
```
! wB97M-V def2-TZVPD RIJCOSX def2/J DEFGRID3
* xyz 0 1
C -1.371 -2.706 -1.130
C 0.292 -1.247 -0.945
N 0.646 0.882 -0.125
O 1.320 -1.420 -1.526
O -0.182 -0.320 -0.228
S -1.330 -3.905 -0.126
H -2.319 -2.451 -1.575
H 1.572 0.526 -0.302
H 0.764 1.166 0.859
*
```

Values from the calculation:
**HOMO energy (alpha / beta)**: -8.228 / -8.229 eV

Most favorable first, least favorable last: 1, 2, 3, 4

--- 1 ---
A cluster of 2 separate species, C2H3NO2S in total, computed with ωB97M-V/def2-TZVPD.

ORCA input file:
```
! wB97M-V def2-TZVPD RIJCOSX def2/J DEFGRID3
* xyz 0 1
C -0.793 -1.310 1.806
C 0.573 0.288 -1.769
N 0.281 0.772 0.431
O -0.008 -2.089 1.478
O 0.433 1.128 -0.825
S -1.910 -0.359 2.279
H 0.676 0.707 -2.753
H 0.583 -0.779 -1.601
H 0.164 1.642 0.956
*
```

Values from the calculation:
**HOMO energy (alpha / beta)**: -8.309 / -8.871 eV

--- 2 ---
An isolated molecule of C2H3NO2S, computed with ωB97M-V/def2-TZVPD.

ORCA input file:
```
! wB97M-V def2-TZVPD RIJCOSX def2/J DEFGRID3
* xyz 0 1
O 1.669 0.459 0.003
N 1.309 -0.871 -0.041
C 0.050 -0.994 -0.047
C -0.990 0.104 0.004
O -0.541 1.323 -0.072
S -2.581 -0.239 -0.003
H 2.603 0.376 0.183
H -0.236 -2.064 -0.051
H -1.283 1.905 0.023
*
```

Values from the calculation:
**HOMO energy**: -9.260 eV
**SMILES**: O/N=C\C(O)=S

--- 3 ---
A structure of composition C2H3NO2S, computed with ωB97M-V/def2-TZVPD.

ORCA input file:
```
! wB97M-V def2-TZVPD RIJCOSX def2/J DEFGRID3
* xyz 0 1
C 1.161 2.105 -0.058
C 1.185 0.951 0.318
N -0.910 -1.249 -0.055
O -2.302 -0.801 0.147
O 1.910 -1.278 -0.689
S 1.266 -0.715 0.486
H 0.882 3.093 -0.192
H -2.561 -0.221 -0.613
H -0.632 -1.886 0.654
*
```

Values from the calculation:
**HOMO energy (alpha / beta)**: -8.546 / -9.600 eV

--- 4 ---
An isolated molecule of C2H3NO2S, computed with ωB97M-V/def2-TZVPD.

ORCA input file:
```
! wB97M-V def2-TZVPD RIJCOSX def2/J DEFGRID3
* xyz 0 1
O -1.663 1.378 -0.161
N -1.505 0.279 0.326
O -2.258 -0.228 1.118
C -0.267 -0.447 -0.077
C 0.878 0.648 0.340
S 2.353 0.221 0.751
H -0.379 -0.462 -1.078
H -0.322 -1.279 0.563
H 0.312 1.657 0.206
*
```

Values from the calculation:
**HOMO energy**: -9.467 eV
**SMILES**: O=[N+]([O-])CC=S

Most favorable first, least favorable last: 2, 1, 4, 3

--- 1 ---
A cluster of 4 separate species, C12H12F4O12 in total, computed with ωB97M-V/def2-TZVPD.

ORCA input file:
```
! wB97M-V def2-TZVPD RIJCOSX def2/J DEFGRID3
* xyz 0 1
O 6.792 -1.349 2.018
C 5.677 -1.099 2.346
O 5.266 -0.987 3.621
C 3.908 -0.583 3.642
C 3.583 -0.218 2.206
F 3.712 1.130 2.030
O 4.631 -0.865 1.527
H 3.303 -1.398 4.050
H 3.777 0.199 4.388
H 2.641 -0.567 1.794
O -4.094 4.553 -2.183
C -3.830 3.415 -2.396
O -3.216 3.023 -3.537
C -2.682 1.730 -3.358
C -3.298 1.190 -2.067
F -2.372 0.962 -1.117
O -4.054 2.346 -1.600
H -2.942 1.119 -4.221
H -1.598 1.656 -3.245
H -4.056 0.418 -2.191
O -1.747 -1.913 -4.722
C -1.190 -2.109 -3.699
O -1.591 -1.623 -2.479
C -0.987 -2.441 -1.487
C 0.212 -3.043 -2.197
F 0.227 -4.393 -2.043
O -0.005 -2.741 -3.559
H -0.823 -1.842 -0.593
H -1.655 -3.237 -1.145
H 1.165 -2.653 -1.845
O 1.061 0.734 4.387
C 0.366 0.908 3.440
O -0.412 -0.055 2.864
C -0.992 0.491 1.676
C -0.648 1.936 1.712
F -1.709 2.683 2.120
O 0.413 1.990 2.638
H -0.481 -0.050 0.877
H -2.065 0.336 1.578
H -0.290 2.349 0.772
*
```

Values from the calculation:
**HOMO energy**: -11.503 eV
**SMILES**: O=C1OC[C@@H](F)O1.O=C1OC[C@@H](F)O1.O=C1OC[C@@H](F)O1.O=C1OC[C@@H](F)O1

--- 2 ---
A cluster of 4 separate species, C12H12F4O12 in total, computed with ωB97M-V/def2-TZVPD.

ORCA input file:
```
! wB97M-V def2-TZVPD RIJCOSX def2/J DEFGRID3
* xyz 0 1
O 7.932 -0.524 -1.668
C 6.960 -0.112 -1.136
O 6.661 -0.255 0.167
C 5.431 0.416 0.478
C 5.014 1.035 -0.857
F 4.990 2.396 -0.823
O 5.986 0.607 -1.767
H 4.660 -0.248 0.851
H 5.737 1.222 1.145
H 4.037 0.683 -1.189
O 0.899 1.216 -2.277
C 0.137 2.047 -1.921
O -0.563 2.863 -2.726
C -1.438 3.684 -1.925
C -1.325 3.036 -0.547
F -2.379 2.147 -0.365
O -0.165 2.311 -0.621
H -0.948 4.661 -1.896
H -2.419 3.744 -2.378
H -1.441 3.749 0.263
O -4.489 0.226 2.208
C -4.558 -0.913 1.917
O -4.209 -1.406 0.698
C -4.155 -2.821 0.795
C -5.112 -3.095 1.953
F -4.652 -4.164 2.659
O -5.026 -1.910 2.715
H -4.523 -3.338 -0.090
H -3.156 -3.160 1.055
H -6.162 -3.266 1.726
O 2.327 -0.589 1.203
C 1.239 -0.768 0.774
O 0.927 -1.635 -0.205
C -0.481 -1.609 -0.434
C -1.010 -0.724 0.668
F -1.513 -1.493 1.709
O 0.127 -0.095 1.177
H -0.612 -1.272 -1.460
H -0.909 -2.605 -0.312
H -1.819 -0.040 0.436
*
```

Values from the calculation:
**HOMO energy**: -11.055 eV
**SMILES**: O=C1OC[C@@H](F)O1.O=C1OC[C@@H](F)O1.O=C1OC[C@@H](F)O1.O=C1OC[C@@H](F)O1

Most favorable first, least favorable last: 2, 1

--- 1 ---
An isolated molecule of C4H2N2S, computed with ωB97M-V/def2-TZVPD.

ORCA input file:
```
! wB97M-V def2-TZVPD RIJCOSX def2/J DEFGRID3
* xyz 0 1
C -2.568 0.200 0.232
C -0.218 0.504 -0.304
C 2.502 -0.720 0.169
C -1.331 -0.204 -0.324
N -3.638 0.555 0.457
N 0.800 1.108 -0.459
S 2.273 0.875 0.400
H 3.537 -1.056 0.704
H -1.356 -1.261 -0.875
*
```

Values from the calculation:
**HOMO energy**: -9.526 eV

--- 2 ---
An isolated molecule of C4H2N2S, computed with ωB97M-V/def2-TZVPD.

ORCA input file:
```
! wB97M-V def2-TZVPD RIJCOSX def2/J DEFGRID3
* xyz 0 1
C -1.208 -2.088 -1.585
C -0.527 -0.980 0.342
C 1.854 1.056 0.793
C -1.474 -1.175 -0.551
N -0.985 -2.844 -2.418
N 0.303 -1.009 1.211
S 1.708 -0.197 1.769
H 2.676 1.726 1.025
H -2.466 -0.772 -0.466
*
```

Values from the calculation:
**HOMO energy**: -9.336 eV

Most favorable first, least favorable last: 2, 1